Entry 1:
{"formula": "C42H38GeMoN10Se2", "method": "ωB97M-V/def2-TZVPD", "species": ["Mo", "C", "C", "C", "C", "C", "N", "C", "N", "C", "C", "C", "C", "C", "C", "C", "C", "N", "C", "N", "C", "N", "C", "N", "C", "N", "C", "C", "C", "C", "C", "C", "C", "C", "C", "C", "C", "C", "N", "C", "C", "H", "H", "H", "H", "H", "H", "H", "H", "H", "H", "H", "H", "H", "H", "H", "H", "C", "N", "C", "C", "N", "C", "C", "Se", "H", "H", "H", "H", "H", "H", "H", "H", "C", "Ge", "C", "C", "C", "Se", "C", "H", "H", "H", "H", "H", "H", "H", "H", "H", "H", "H", "H", "H", "H"], "xyz": [[0.2599, 0.5812, -0.0874], [0.2527, 1.4546, -6.5647], [1.2438, 0.4824, -6.5579], [1.7478, -0.0350, -5.3562], [1.2138, 0.4629, -4.1874], [1.5863, 0.2523, -2.7996], [0.7654, 1.0224, -1.9884], [0.0272, 1.8581, -2.8065], [-0.6233, 2.9265, -2.4123], [-0.7398, 3.2826, -1.1528], [-1.0109, 4.6360, -0.7108], [-1.1740, 5.8106, -1.4102], [-1.3710, 6.9775, -0.6536], [-1.4018, 6.9412, 0.7321], [-1.2384, 5.7355, 1.4367], [-1.0448, 4.5995, 0.6860], [-0.8035, 3.2189, 1.0695], [-0.7614, 2.7956, 2.3144], [-0.1410, 1.7062, 2.6916], [0.6401, 0.8928, 1.8803], [1.3860, 0.0728, 2.7088], [2.4179, -0.6530, 2.3492], [2.8365, -0.7097, 1.0995], [2.1450, -0.2917, -0.0203], [2.9247, -0.6164, -1.1195], [2.6022, -0.4680, -2.3940], [4.1616, -1.2303, -0.6848], [5.2207, -1.7482, -1.3941], [6.2609, -2.3299, -0.6464], [6.2091, -2.3861, 0.7365], [5.1082, -1.8737, 1.4497], [4.1060, -1.2955, 0.7088], [0.9225, 0.2237, 4.0774], [1.3601, -0.3498, 5.2506], [0.7774, 0.1111, 6.4395], [-0.1827, 1.1139, 6.4304], [-0.6019, 1.7120, 5.2332], [-0.0403, 1.2389, 4.0679], [-0.6304, 2.4350, -0.0554], [0.2237, 1.4544, -4.1944], [-0.2760, 1.9670, -5.3702], [-0.1023, 1.8395, -7.5116], [1.6457, 0.1308, -7.4988], [2.5303, -0.7824, -5.3500], [-1.1455, 5.8371, -2.4918], [-1.4959, 7.9252, -1.1603], [-1.5490, 7.8614, 1.2819], [-1.2545, 5.7074, 2.5183], [5.2579, -1.7066, -2.4746], [7.1209, -2.7379, -1.1606], [7.0339, -2.8288, 1.2788], [5.0571, -1.9309, 2.5289], [2.1290, -1.1112, 5.2563], [1.0945, -0.3075, 7.3854], [-0.6024, 1.4515, 7.3688], [-1.3197, 2.5220, 5.2315], [-1.0325, 2.7407, -5.3769], [-3.8397, 1.2575, -2.3928], [-4.1548, 1.4302, -0.9713], [-5.2505, 2.1168, -0.4953], [-5.2190, 2.0297, 0.8532], [-4.1036, 1.2917, 1.1843], [-3.7160, 0.9420, 2.5547], [-3.4590, 0.9367, 0.0633], [-2.0614, -0.3666, -0.0700], [-4.7176, 1.5264, -2.9723], [-3.5904, 0.2184, -2.5899], [-3.0096, 1.9024, -2.6754], [-5.9612, 2.5959, -1.1475], [-5.8963, 2.4182, 1.5950], [-4.5775, 1.0830, 3.2006], [-2.9057, 1.5863, 2.8896], [-3.4110, -0.1005, 2.5942], [1.5032, -4.9093, 1.8890], [0.1005, -5.2847, 0.5926], [0.8284, -5.7093, -1.1584], [-1.3105, -6.4716, 1.1461], [-0.7451, -3.4219, 0.5266], [0.2261, -2.2887, -0.6826], [-0.7821, -2.6368, -2.2978], [2.2642, -5.6896, 1.8809], [1.0868, -4.8563, 2.8953], [1.9871, -3.9583, 1.6479], [1.5138, -6.5495, -1.0365], [1.3942, -4.8866, -1.5972], [0.0467, -6.0306, -1.8472], [-0.8972, -7.4791, 1.2150], [-2.1120, -6.4875, 0.4089], [-1.7107, -6.2026, 2.1222], [-0.5891, -3.0307, 1.5328], [-1.8060, -3.4213, 0.2802], [-0.7477, -3.7131, -2.4548], [-0.2946, -2.1286, -3.1270], [-1.8079, -2.3001, -2.1771]], "mulliken_charge": [0.2233, -0.7152, -0.7996, -0.1840, 0.6424, -0.7472, -0.0405, 0.3788, -0.2917, -0.2756, 0.2345, -0.1530, -0.7762, -0.7795, -0.0752, 0.2177, -0.3303, -0.2069, 0.2014, -0.0875, -0.2852, -0.3457, -0.6625, 0.1768, -0.0839, -0.3637, 0.3239, -0.0902, -0.7539, -0.7571, -0.0632, 0.4821, 0.2178, -0.1658, -0.7265, -0.8011, -0.1133, 0.3729, 0.5297, 0.2849, -0.2063, 0.4832, 0.4746, 0.5993, 0.6039, 0.4802, 0.4720, 0.6056, 0.6109, 0.4769, 0.4721, 0.6034, 0.6042, 0.4683, 0.4751, 0.5833, 0.5667, -0.7340, 0.1993, -0.4802, -0.4227, 0.2086, -0.8120, -0.2472, 0.1398, 0.3618, 0.2890, 0.2691, 0.5145, 0.5240, 0.3803, 0.2877, 0.3176, -0.9595, 0.5770, -1.1739, -1.1312, -1.1242, 0.6413, -0.8475, 0.4267, 0.3557, 0.1392, 0.4310, 0.3209, 0.3363, 0.4027, 0.3811, 0.3819, 0.4405, 0.6701, 0.3817, 0.2509, 0.3185], "total_charge": 4, "e_lumo_ha": [-0.4836, -0.4836], "largest_force_ha_per_bohr": 0.0522}

***

Entry 2:
{"formula": "C42H39F3HfN7O2P2S2", "method": "ωB97M-V/def2-TZVPD", "species": ["Hf", "C", "C", "N", "N", "C", "N", "S", "C", "C", "C", "C", "C", "N", "H", "H", "H", "H", "H", "H", "H", "H", "H", "H", "O", "P", "C", "P", "O", "C", "C", "C", "C", "C", "C", "C", "C", "C", "C", "C", "C", "C", "C", "C", "C", "C", "C", "C", "C", "C", "C", "C", "C", "H", "H", "H", "H", "H", "H", "H", "H", "H", "H", "H", "H", "H", "H", "H", "H", "H", "H", "H", "H", "H", "H", "F", "C", "F", "F", "C", "C", "C", "C", "N", "C", "S", "H", "H", "H", "N", "C", "C", "N", "C", "H", "H", "H", "H"], "xyz": [[-0.3316, -1.3227, 0.2609], [1.6540, -5.4191, 0.9348], [1.3537, -4.0995, 0.3083], [0.2407, -3.7692, -0.2666], [-0.7427, -4.6427, -0.5309], [-1.8283, -4.2170, -1.2467], [-2.7152, -5.1171, -1.6322], [-1.9811, -2.5847, -1.6333], [2.3880, -3.0710, 0.1195], [3.7418, -3.4000, 0.1479], [4.6756, -2.5126, -0.3649], [4.2130, -1.3515, -0.9654], [2.8556, -1.0691, -0.8970], [1.9531, -1.8648, -0.3220], [0.7801, -5.8136, 1.4546], [2.4638, -5.3361, 1.6557], [1.9534, -6.1484, 0.1797], [-0.6868, -5.6130, -0.2221], [-2.6403, -6.1013, -1.4185], [-3.5338, -4.8200, -2.1427], [4.0556, -4.3581, 0.5266], [5.7266, -2.7554, -0.3378], [4.8913, -0.6905, -1.4820], [2.4599, -0.1788, -1.3646], [-0.1704, -0.2894, -1.5761], [-0.2706, 1.1512, -2.0787], [1.1340, 2.1181, -1.3710], [1.2553, 1.8263, 0.4600], [0.2846, 0.7194, 0.8470], [2.9610, 1.3456, 0.8243], [3.1912, 0.3967, 1.8159], [4.4873, 0.0388, 2.1364], [5.5548, 0.6403, 1.4881], [5.3279, 1.5935, 0.5088], [4.0338, 1.9535, 0.1786], [0.8738, 3.3759, 1.2980], [1.7217, 4.4646, 1.1112], [1.4355, 5.6709, 1.7232], [0.3098, 5.7893, 2.5260], [-0.5250, 4.6995, 2.7259], [-0.2444, 3.4890, 2.1160], [-0.1213, 1.2385, -3.8644], [0.8276, 0.4508, -4.5073], [0.9925, 0.5670, -5.8744], [0.2085, 1.4559, -6.5961], [-0.7506, 2.2231, -5.9543], [-0.9165, 2.1232, -4.5858], [-1.8222, 1.9538, -1.6262], [-1.8789, 3.2405, -1.0994], [-3.1078, 3.8527, -0.9141], [-4.2742, 3.2012, -1.2866], [-4.2186, 1.9280, -1.8381], [-2.9961, 1.3020, -2.0108], [0.9874, 3.1759, -1.5868], [2.0421, 1.8173, -1.8998], [2.3558, -0.0579, 2.3306], [4.6735, -0.6954, 2.9030], [6.5650, 0.3735, 1.7524], [6.1645, 2.0547, 0.0086], [3.8647, 2.6966, -0.5878], [2.6047, 4.3647, 0.4980], [2.0862, 6.5171, 1.5676], [0.0852, 6.7337, 2.9964], [-1.3978, 4.7927, 3.3524], [-0.8803, 2.6277, 2.2645], [1.4150, -0.2523, -3.9316], [1.7322, -0.0314, -6.3796], [0.3389, 1.5449, -7.6623], [-1.3697, 2.9028, -6.5163], [-1.6601, 2.7222, -4.0819], [-0.9750, 3.7679, -0.8252], [-3.1473, 4.8494, -0.5033], [-5.2259, 3.6950, -1.1694], [-5.1235, 1.4390, -2.1610], [-2.9396, 0.3218, -2.4683], [-6.3411, -2.7192, 2.3194], [-5.0583, -2.8880, 2.0352], [-4.4775, -3.4732, 3.0863], [-4.9793, -3.7560, 1.0086], [-4.3755, -1.5853, 1.6761], [-5.0718, -0.3972, 1.5912], [-4.3646, 0.7637, 1.2711], [-3.0186, 0.6766, 0.9934], [-2.3337, -0.4818, 0.9997], [-2.9944, -1.6050, 1.3976], [-2.0145, -2.9919, 1.5490], [-6.1340, -0.3615, 1.7878], [-4.8695, 1.7144, 1.2373], [-2.4465, 1.5637, 0.7551], [-0.2084, -1.3478, 4.6242], [0.5288, -2.4829, 4.5219], [0.8802, -2.5846, 3.2095], [0.3573, -1.5248, 2.5035], [-0.2935, -0.8006, 3.4094], [-0.6272, -0.9981, 5.4748], [0.7337, -3.1190, 5.3577], [1.4772, -3.3422, 2.7455], [-0.8141, 0.1174, 3.2083]], "mulliken_charge": [1.7960, -2.1433, 0.4972, 0.0154, -0.8549, 0.6221, -0.3409, -0.4735, 1.3811, -0.9712, -0.9275, -1.2255, -0.5177, 0.0845, 0.6704, 0.5365, 0.3711, 0.2862, 0.2064, 0.2704, 0.4840, 0.5150, 0.6496, 0.5159, -0.6075, 0.0742, -1.5693, 0.8262, 0.5902, 0.9753, -0.2493, -0.9887, -0.5756, -1.0691, -0.4601, 0.8758, -0.7357, -0.8097, -0.6796, -0.9432, 0.0637, 0.4510, -0.3925, -0.8164, -0.6471, -0.8296, -0.6552, 0.8587, -0.2294, -0.7368, -0.8367, -0.9606, -0.1986, 1.1364, 1.1030, 0.2571, 0.5323, 0.5035, 0.4723, 0.3758, 0.3846, 0.4772, 0.4489, 0.5073, 0.1158, 0.3252, 0.4706, 0.4367, 0.4626, 0.4193, 0.4907, 0.5024, 0.4798, 0.5090, 0.4966, -0.2864, 0.5848, -0.2111, -0.2059, -0.2600, -0.8115, -1.0691, -0.3176, 0.9234, 0.8504, -0.3267, 0.5873, 0.6537, 0.4597, 0.0219, -0.9407, -0.6180, 1.1718, -0.7614, 0.2939, 0.4302, 0.3746, 0.3775], "total_charge": 3, "e_lumo_ha": -0.3076, "relative_energy_kcal_mol": 20.22, "largest_force_ha_per_bohr": 0.0264}